# 1
Formula: C31H44Cl20INO2S
Source: the Open Molecules 2025 dataset
Level of theory: the ωB97M-V functional and the def2-TZVPD basis

As for the SMILES: CC[C@H](I)N1c2ccccc2Sc2ccc(CCCCOC(C)=O)cc21.ClCCl.ClCCl.ClCCl.ClCCl.ClCCl.ClCCl.ClCCl.ClCCl.ClCCl.ClCCl. The calculation puts the LUMO energy at 0.36 eV.

Geometry as ORCA input:
```
! wB97M-V def2-TZVPD RIJCOSX def2/J DEFGRID3
* xyz 0 1
C 1.25 4.50 0.45
C 1.67 4.56 -1.04
C 0.56 4.29 -2.09
I -1.16 5.47 -1.54
N 0.26 2.88 -2.40
C 1.38 2.23 -3.00
C 1.52 2.38 -4.37
C 2.60 1.82 -5.01
C 3.56 1.11 -4.34
C 3.43 0.94 -2.98
C 2.35 1.51 -2.34
S 2.16 1.31 -0.57
C 0.37 1.36 -0.44
C -0.22 0.64 0.56
C -1.59 0.63 0.70
C -2.34 1.34 -0.21
C -3.86 1.29 -0.08
C -4.49 2.48 0.69
C -4.70 3.79 -0.11
C -5.23 3.58 -1.53
O -5.86 4.77 -2.08
C -4.92 5.76 -2.33
C -4.70 6.86 -1.27
O -4.27 5.75 -3.34
C -1.72 2.07 -1.20
C -0.35 2.13 -1.35
H 0.35 3.91 0.65
H 1.02 5.53 0.76
H 2.12 4.20 1.04
H 1.99 5.61 -1.22
H 2.57 3.97 -1.26
H 0.92 4.73 -3.02
H 0.79 2.95 -4.93
H 2.70 1.98 -6.09
H 4.41 0.67 -4.85
H 4.13 0.36 -2.39
H 0.36 0.06 1.27
H -2.04 0.05 1.49
H -4.10 0.39 0.49
H -4.29 1.16 -1.08
H -5.50 2.14 0.98
H -3.97 2.70 1.63
H -5.47 4.37 0.43
H -3.78 4.38 -0.10
H -5.92 2.74 -1.64
H -4.36 3.38 -2.18
H -4.70 7.85 -1.71
H -3.75 6.61 -0.79
H -5.46 6.75 -0.50
H -2.35 2.65 -1.88
Cl -10.03 5.16 -0.16
C -9.00 4.04 -1.07
Cl -8.97 2.43 -0.33
H -9.38 3.95 -2.08
H -7.99 4.43 -1.09
Cl -3.59 -4.41 -0.37
C -2.08 -5.08 0.28
Cl -1.54 -4.21 1.73
H -2.25 -6.12 0.54
H -1.31 -5.00 -0.48
Cl 4.18 -1.27 0.23
C 4.02 -1.59 1.97
Cl 2.42 -2.21 2.38
H 4.75 -2.34 2.25
H 4.21 -0.67 2.50
Cl 3.28 2.25 2.74
C 3.34 3.42 4.06
Cl 1.82 4.31 4.19
H 3.51 2.89 4.99
H 4.14 4.12 3.88
Cl -0.33 6.89 3.74
C 0.73 8.24 3.30
Cl 2.32 7.67 2.77
H 0.27 8.79 2.50
H 0.86 8.88 4.17
Cl 0.88 -5.34 3.28
C 2.35 -6.00 3.99
Cl 3.74 -4.92 3.81
H 2.19 -6.17 5.05
H 2.58 -6.93 3.50
Cl 4.72 -7.49 1.95
C 3.49 -8.06 0.81
Cl 1.90 -8.12 1.57
H 3.45 -7.37 -0.04
H 3.75 -9.05 0.47
Cl 6.56 -10.18 -0.94
C 5.33 -10.76 -2.07
Cl 3.73 -10.82 -1.32
H 5.29 -10.08 -2.92
H 5.60 -11.75 -2.41
Cl -2.94 -8.34 0.45
C -4.63 -8.04 0.86
Cl -5.13 -8.98 2.27
H -4.76 -6.99 1.07
H -5.25 -8.33 0.02
Cl 9.25 -6.99 -0.67
C 8.42 -7.22 0.87
Cl 8.17 -5.68 1.71
H 7.45 -7.67 0.68
H 9.02 -7.87 1.50
*
```

Atom charges from the Löwdin analysis, given in e for atoms 1 to 6: number 1, C, carries -0.18; number 2, C, carries -0.30; number 3, C, carries -0.64; number 4, I, carries 1.05; number 5, N, carries -0.06; number 6, C, carries -0.25

=====

# 2
Formula: C4H7IN
Source: the Open Molecules 2025 dataset
Level of theory: the ωB97M-V functional and the def2-TZVPD basis

The calculation puts the LUMO energy (spin up / spin down) at -4.37 / -7.85 eV.

Geometry as ORCA input:
```
! wB97M-V def2-TZVPD RIJCOSX def2/J DEFGRID3
* xyz 1 3
C 1.04 1.24 -0.30
C -0.19 2.10 -0.04
C -0.51 -1.75 -0.54
C -0.86 -0.40 0.07
N -0.05 0.66 0.00
I -2.90 0.11 0.14
H 2.01 1.18 -0.57
H -0.37 2.63 0.94
H -0.67 2.58 -0.91
H -0.65 -1.75 -1.57
H -0.85 -2.64 0.04
H 0.63 -1.90 -0.38
H -0.59 -1.02 1.61
*
```

Atom charges from the Löwdin analysis, given in e for atoms 1 to 6: number 1, C, carries 0.11; number 2, C, carries -0.03; number 3, C, carries -0.12; number 4, C, carries -0.80; number 5, N, carries -0.17; number 6, I, carries 1.13

=====

# 3
Formula: C2Cl2FNS
Source: the Open Molecules 2025 dataset
Level of theory: the ωB97M-V functional and the def2-TZVPD basis

The calculation puts the LUMO energy (spin up / spin down) at 0.44 / -3.65 eV.

Geometry as ORCA input:
```
! wB97M-V def2-TZVPD RIJCOSX def2/J DEFGRID3
* xyz 0 3
C -1.41 -0.67 -0.26
C 1.25 0.83 0.52
N -1.03 -1.56 -0.90
F 1.55 0.09 -0.53
S -1.88 0.60 0.66
Cl 1.64 0.18 2.03
Cl 1.25 2.49 0.28
*
```

Atom charges from the Löwdin analysis, given in e for atoms 1 to 6: number 1, C, carries -0.82; number 2, C, carries -1.36; number 3, N, carries 0.13; number 4, F, carries -0.05; number 5, S, carries 0.76; number 6, Cl, carries 0.67

=====

# 4
Formula: C8H14NS3
Source: the Open Molecules 2025 dataset
Level of theory: the ωB97M-V functional and the def2-TZVPD basis

The calculation puts the LUMO energy at -4.78 eV.

Geometry as ORCA input:
```
! wB97M-V def2-TZVPD RIJCOSX def2/J DEFGRID3
* xyz 1 1
C -0.18 -2.11 2.38
C -1.26 -1.07 2.32
N -1.43 -0.16 1.44
C -2.58 0.75 1.62
C -3.31 0.33 2.88
S -2.45 -1.10 3.62
H 0.52 -1.98 1.55
H 0.34 -2.01 3.34
H -0.64 -3.10 2.35
H -2.23 1.79 1.72
H -3.26 0.71 0.76
H -3.32 1.12 3.64
H -4.34 0.00 2.68
C 2.59 1.09 -2.91
C 1.18 0.92 -3.44
S -0.16 0.77 -2.22
C 0.53 0.19 -0.80
S 2.09 -0.35 -0.51
C 3.05 -0.04 -2.01
H 3.25 1.10 -3.78
H 2.69 2.06 -2.40
H 0.88 1.80 -4.02
H 1.09 0.03 -4.07
H -0.18 0.08 0.04
H 3.08 -1.00 -2.55
H 4.05 0.18 -1.62
*
```

Atom charges from the Löwdin analysis, given in e for atoms 1 to 6: number 1, C, carries -0.07; number 2, C, carries -0.67; number 3, N, carries -0.04; number 4, C, carries -0.23; number 5, C, carries -0.42; number 6, S, carries 0.96

=====

# 5
Formula: C5H7F3O2S
Source: the Open Molecules 2025 dataset
Level of theory: the ωB97M-V functional and the def2-TZVPD basis

The calculation puts the LUMO energy (spin up / spin down) at -0.57 / -0.57 eV.

Geometry as ORCA input:
```
! wB97M-V def2-TZVPD RIJCOSX def2/J DEFGRID3
* xyz 0 1
C -2.76 -1.60 -1.00
C -2.44 -0.59 1.86
C 0.81 0.99 -0.25
C 3.06 1.14 -0.91
C -0.21 0.85 0.95
O 0.47 1.26 -1.37
O 2.10 1.04 0.20
F -1.03 2.00 0.95
F 0.28 0.86 2.16
F 0.04 -1.78 0.90
S -1.35 -0.61 0.72
H -3.17 -0.52 -1.24
H -2.18 -2.04 -1.78
H -2.32 -0.11 2.88
H -3.23 -1.25 1.72
H 3.83 1.65 -0.38
H 2.78 1.76 -1.75
H 3.31 0.18 -1.34
*
```

Atom charges from the Löwdin analysis, given in e for atoms 1 to 6: number 1, C, carries 0.04; number 2, C, carries -0.29; number 3, C, carries -0.41; number 4, C, carries 0.00; number 5, C, carries -0.53; number 6, O, carries 0.15

=====

What did the fourth record say?
Formula: C8H14NS3
Source: the Open Molecules 2025 dataset
Level of theory: the ωB97M-V functional and the def2-TZVPD basis

The calculation puts the LUMO energy at -4.78 eV.

Geometry as ORCA input:
```
! wB97M-V def2-TZVPD RIJCOSX def2/J DEFGRID3
* xyz 1 1
C -0.18 -2.11 2.38
C -1.26 -1.07 2.32
N -1.43 -0.16 1.44
C -2.58 0.75 1.62
C -3.31 0.33 2.88
S -2.45 -1.10 3.62
H 0.52 -1.98 1.55
H 0.34 -2.01 3.34
H -0.64 -3.10 2.35
H -2.23 1.79 1.72
H -3.26 0.71 0.76
H -3.32 1.12 3.64
H -4.34 0.00 2.68
C 2.59 1.09 -2.91
C 1.18 0.92 -3.44
S -0.16 0.77 -2.22
C 0.53 0.19 -0.80
S 2.09 -0.35 -0.51
C 3.05 -0.04 -2.01
H 3.25 1.10 -3.78
H 2.69 2.06 -2.40
H 0.88 1.80 -4.02
H 1.09 0.03 -4.07
H -0.18 0.08 0.04
H 3.08 -1.00 -2.55
H 4.05 0.18 -1.62
*
```

Atom charges from the Löwdin analysis, given in e for atoms 1 to 6: number 1, C, carries -0.07; number 2, C, carries -0.67; number 3, N, carries -0.04; number 4, C, carries -0.23; number 5, C, carries -0.42; number 6, S, carries 0.96

=====

Question: What is the formula in the fourth record?
Answer: C8H14NS3